No. 1
{"formula": "C4H8NO2", "method": "the ωB97M-V functional and the def2-TZVPD basis", "homo_energy_ha": -0.084, "charge": -1, "homo_lumo_gap_ev": 5.74, "molar_mass_g_mol": 102.1, "e_tot_ha": -362.34672, "elements": ["C", "N", "H", "H", "O", "H", "H", "C", "H", "H", "H", "H", "C", "C", "O"], "coordinates": [[-2.337, 0.374, 0.566], [-0.342, -0.233, -0.558], [-2.122, 1.415, 0.337], [-2.975, 0.008, -0.234], [-0.700, -1.100, 1.591], [1.659, 0.864, -1.950], [1.762, 1.364, -0.272], [1.070, -0.647, -0.532], [1.380, -0.930, 0.477], [1.269, -1.511, -1.169], [-2.797, 0.268, 1.547], [-0.213, -0.124, 1.570], [2.034, 0.498, -0.952], [-0.994, -0.372, 0.504], [3.307, 0.126, -0.924]]}

No. 2
{"formula": "C4H8NO2", "method": "the ωB97M-V functional and the def2-TZVPD basis", "homo_energy_ha": [0.157, -0.037], "charge": -2, "homo_lumo_gap_ev": [2.65, 7.81], "molar_mass_g_mol": 102.1, "e_tot_ha": -362.33224, "multiplicity": 2, "elements": ["H", "C", "O", "C", "O", "H", "H", "H", "H", "H", "C", "C", "H", "H", "N"], "coordinates": [[-1.040, 1.378, 1.471], [0.074, -0.161, 0.594], [1.880, 2.034, -0.829], [0.434, 0.151, -0.844], [-0.150, 2.339, -1.683], [0.573, -2.339, 0.210], [1.378, -0.320, -1.233], [0.918, 0.189, 1.285], [-1.717, 0.659, 0.055], [-0.395, -2.084, 1.730], [0.736, 1.636, -1.057], [-0.158, -1.717, 0.700], [-1.067, -1.876, 0.109], [-0.239, -0.391, -1.452], [-1.226, 0.501, 0.944]]}

No. 3
{"formula": "C4H8NO2", "method": "the ωB97M-V functional and the def2-TZVPD basis", "homo_energy_ha": -0.478, "charge": 1, "homo_lumo_gap_ev": 9.37, "molar_mass_g_mol": 102.1, "e_tot_ha": -362.05713, "elements": ["H", "H", "C", "C", "H", "H", "H", "C", "H", "O", "H", "N", "O", "H", "C"], "coordinates": [[1.637, 0.836, -1.772], [-0.872, -0.780, 0.879], [2.366, 0.267, 0.068], [0.599, -0.009, -0.082], [-2.123, 1.232, 0.734], [0.620, -1.813, 0.969], [-0.664, 1.355, -1.277], [1.630, 0.008, -1.153], [-0.462, -1.779, -0.387], [-1.467, 0.537, 0.695], [-0.057, 1.991, 0.400], [-0.031, -1.203, 0.278], [3.117, 0.368, 0.939], [1.860, -0.879, -1.877], [-0.411, 1.073, -0.149]]}

No. 4
{"formula": "C4H8NO2", "method": "the ωB97M-V functional and the def2-TZVPD basis", "homo_energy_ha": -0.551, "charge": 1, "homo_lumo_gap_ev": 9.40, "molar_mass_g_mol": 102.1, "e_tot_ha": -362.06481, "elements": ["H", "H", "H", "H", "C", "O", "H", "N", "C", "O", "C", "C", "H", "H", "H"], "coordinates": [[2.164, 0.773, -0.162], [-2.219, -0.094, 1.007], [1.135, -1.072, -1.092], [-2.041, 0.180, -0.784], [0.256, -0.518, -1.244], [0.864, 2.236, 0.712], [-0.098, -0.692, 2.236], [-0.260, -0.258, 0.154], [-1.542, 0.390, 0.164], [1.325, -1.654, 0.983], [1.328, 1.324, 0.309], [0.405, -0.925, 1.189], [-0.296, -1.339, -1.896], [-1.288, 1.367, 0.368], [0.267, 0.281, -1.943]]}

No. 5
{"formula": "C4H8NO2PS", "method": "the ωB97M-V functional and the def2-TZVPD basis", "homo_energy_ha": [-0.262, -0.262], "charge": 0, "homo_lumo_gap_ev": [4.36, 4.36], "molar_mass_g_mol": 165.2, "e_tot_ha": -1101.89214, "elements": ["S", "C", "C", "H", "N", "H", "H", "H", "H", "H", "H", "P", "C", "O", "O", "H", "C"], "coordinates": [[-0.260, 1.636, -0.051], [-0.195, -0.049, 0.608], [3.811, 0.656, -0.658], [0.370, -0.054, 1.542], [-2.544, 0.012, 0.115], [4.469, 1.094, 0.096], [0.302, -0.699, -0.113], [-4.490, 0.636, 0.173], [4.004, -0.412, -0.733], [4.009, 1.128, -1.621], [-4.173, -0.837, 1.135], [1.644, 2.169, -0.659], [-3.927, -0.299, 0.211], [-1.782, -1.461, 1.687], [2.456, 0.805, -0.279], [-4.232, -0.915, -0.639], [-1.635, -0.562, 0.858]]}

No. 6
{"formula": "C4H8NO2S", "method": "the ωB97M-V functional and the def2-TZVPD basis", "homo_energy_ha": -0.106, "charge": -1, "homo_lumo_gap_ev": 6.07, "molar_mass_g_mol": 134.2, "e_tot_ha": -760.56010, "elements": ["C", "H", "S", "C", "C", "O", "C", "N", "H", "H", "H", "H", "H", "H", "O", "H"], "coordinates": [[-0.417, 0.742, 0.213], [0.008, 1.618, -0.450], [-2.024, 1.039, 0.820], [-0.360, -1.773, 0.370], [2.129, 0.549, -1.356], [2.469, 1.533, -0.669], [0.091, -0.629, -0.398], [1.554, -0.627, -0.565], [3.061, 0.090, -1.775], [2.067, -0.726, 0.376], [0.259, 0.662, 1.197], [-0.269, -0.521, -1.587], [-2.234, 0.095, 1.758], [1.323, 0.759, -2.052], [-1.463, -2.183, 0.619], [0.585, -2.355, 0.792]]}

No. 7
{"formula": "C4H8NO2S", "method": "the ωB97M-V functional and the def2-TZVPD basis", "homo_energy_ha": -0.478, "charge": 1, "homo_lumo_gap_ev": 7.83, "molar_mass_g_mol": 134.2, "e_tot_ha": -760.26538, "elements": ["H", "C", "H", "H", "N", "H", "H", "O", "S", "C", "H", "H", "O", "H", "C", "C"], "coordinates": [[3.594, 1.963, -0.181], [-0.064, -1.719, 0.306], [0.309, -2.644, -0.046], [-0.030, -0.652, -1.366], [3.286, 1.090, 0.260], [1.730, 0.653, -0.866], [-0.727, -1.994, 1.224], [1.818, -0.541, 0.677], [-1.378, 0.643, 0.512], [-3.009, 0.807, 0.183], [-3.476, -0.077, -1.545], [-3.528, 1.526, 0.859], [-3.800, 0.430, -0.758], [3.696, 0.794, 1.107], [-0.591, -0.706, -0.386], [2.168, 0.425, 0.019]]}

No. 8
{"formula": "C4H8NO3", "method": "the ωB97M-V functional and the def2-TZVPD basis", "homo_energy_ha": -0.140, "charge": -1, "homo_lumo_gap_ev": 7.65, "molar_mass_g_mol": 118.1, "e_tot_ha": -437.74350, "elements": ["H", "H", "C", "H", "C", "H", "N", "C", "O", "H", "O", "H", "O", "H", "C", "H"], "coordinates": [[0.587, -1.647, 1.515], [1.347, 0.400, 0.396], [-0.515, 2.038, 0.724], [-0.873, 3.039, 0.372], [0.442, -0.156, 0.082], [0.503, 2.298, 0.884], [-0.033, -0.906, 1.237], [-0.584, 0.921, -0.325], [1.803, -1.738, -1.029], [-0.366, 1.465, -1.250], [-1.332, 1.743, 1.839], [-1.160, 0.824, 2.166], [-0.181, -1.181, -1.990], [-0.925, -1.354, 0.993], [0.721, -1.141, -1.118], [-1.550, 0.495, -0.545]]}

No. 9
{"formula": "C4H8NO3", "method": "the ωB97M-V functional and the def2-TZVPD basis", "homo_energy_ha": -0.151, "charge": -1, "homo_lumo_gap_ev": 8.08, "molar_mass_g_mol": 118.1, "e_tot_ha": -437.75921, "elements": ["H", "C", "H", "C", "H", "H", "N", "H", "C", "H", "H", "O", "C", "O", "H", "O"], "coordinates": [[0.226, -1.854, -0.165], [0.080, -0.632, 1.582], [-2.128, -0.665, -0.445], [-0.288, -0.946, 0.134], [0.812, 0.184, 1.647], [-0.165, 1.897, 0.131], [-0.819, 1.365, -0.448], [-0.954, 1.923, -1.282], [1.488, 0.501, -0.938], [-0.322, -0.144, -1.832], [0.611, -1.442, 2.098], [2.114, -0.195, -1.764], [-0.051, 0.187, -0.830], [1.890, 1.383, -0.151], [-0.788, -0.258, 2.129], [-1.707, -1.305, 0.135]]}

No. 10
{"formula": "C4H8NO3", "method": "the ωB97M-V functional and the def2-TZVPD basis", "homo_energy_ha": -0.160, "charge": -1, "homo_lumo_gap_ev": 8.05, "molar_mass_g_mol": 118.1, "e_tot_ha": -437.78780, "elements": ["H", "C", "N", "O", "O", "C", "H", "H", "H", "C", "H", "H", "O", "H", "H", "C"], "coordinates": [[-1.008, 0.942, -0.442], [1.451, 1.510, -0.169], [-0.904, 1.945, -0.479], [0.245, -0.930, 1.048], [0.493, 3.711, -0.275], [0.313, 2.500, -0.326], [1.595, 1.407, 0.907], [-1.710, 2.550, -0.504], [-1.533, -2.014, -0.645], [-0.799, -2.693, -0.196], [-1.165, -3.692, 0.033], [2.346, 1.932, -0.603], [-0.243, -2.867, 2.096], [1.158, 0.552, -0.581], [-0.031, -2.754, -0.977], [-0.208, -2.100, 1.112]]}

No. 11
{"formula": "C4H8NO3", "method": "the ωB97M-V functional and the def2-TZVPD basis", "homo_energy_ha": -0.167, "charge": -1, "homo_lumo_gap_ev": 8.38, "molar_mass_g_mol": 118.1, "e_tot_ha": -437.79431, "elements": ["C", "C", "H", "C", "N", "H", "H", "H", "C", "H", "H", "O", "O", "H", "H", "O"], "coordinates": [[1.966, -0.675, 0.828], [-2.394, -0.813, -0.437], [-0.667, 1.938, 0.355], [2.626, 0.215, -0.246], [-0.824, 0.976, 0.117], [2.194, 1.215, -0.133], [-2.768, -1.317, 0.453], [-3.087, -0.908, -1.236], [-2.090, 0.625, -0.158], [3.671, 0.286, -0.001], [2.463, -0.094, -1.275], [2.572, -0.673, 1.921], [-2.943, 1.505, -0.338], [-0.110, 0.285, 0.344], [-1.482, -1.308, -0.774], [0.874, -1.258, 0.581]]}

No. 12
{"formula": "C4H8NO3", "method": "the ωB97M-V functional and the def2-TZVPD basis", "homo_energy_ha": -0.152, "charge": -1, "homo_lumo_gap_ev": 7.65, "molar_mass_g_mol": 118.1, "e_tot_ha": -437.73837, "elements": ["O", "H", "C", "H", "C", "H", "H", "H", "O", "H", "N", "O", "C", "H", "C", "H"], "coordinates": [[2.367, 1.542, 1.080], [2.132, 0.398, 3.474], [-0.241, -1.442, -2.055], [-0.159, -0.983, -3.032], [1.206, 0.366, 2.894], [0.808, -1.330, -1.700], [-0.525, -2.482, -2.136], [-0.357, -0.138, 0.826], [-2.313, -0.435, -2.478], [0.354, 0.556, 3.552], [0.495, 0.375, 0.650], [-1.713, -0.271, -0.373], [-1.489, -0.663, -1.549], [0.841, 0.190, -0.277], [1.464, 0.854, 1.519], [0.811, -0.683, 2.895]]}

No. 13
{"formula": "C4H8NO3", "method": "the ωB97M-V functional and the def2-TZVPD basis", "homo_energy_ha": -0.162, "charge": -1, "homo_lumo_gap_ev": 7.91, "molar_mass_g_mol": 118.1, "e_tot_ha": -437.77640, "elements": ["H", "N", "C", "H", "C", "C", "C", "O", "O", "H", "H", "H", "H", "H", "H", "O"], "coordinates": [[0.826, 0.611, -1.090], [0.777, 0.106, -0.216], [-2.045, -1.188, -1.456], [-3.474, -0.734, 0.260], [1.494, 0.356, 0.896], [2.551, 1.443, 0.757], [-2.407, -0.826, 0.050], [-3.031, -1.151, -2.201], [-0.810, -1.319, -1.690], [3.437, 1.171, 1.319], [-2.006, -1.466, 0.840], [0.229, -0.768, -0.406], [-1.923, 0.112, 0.302], [3.007, 1.493, -0.243], [2.077, 2.407, 0.933], [1.297, -0.247, 1.944]]}

No. 14
{"formula": "C4H8NO3", "method": "the ωB97M-V functional and the def2-TZVPD basis", "homo_energy_ha": [-0.368, -0.368], "charge": 0, "homo_lumo_gap_ev": [10.47, 6.49], "molar_mass_g_mol": 118.1, "e_tot_ha": -437.62681, "multiplicity": 2, "elements": ["O", "N", "C", "C", "H", "H", "O", "H", "H", "C", "C", "H", "H", "H", "H", "O"], "coordinates": [[-1.566, 0.987, -2.102], [-0.880, -1.140, 0.182], [-0.087, 1.916, -0.434], [-0.039, -1.994, 0.826], [-1.583, -1.571, -0.400], [1.120, -0.861, 2.381], [-0.292, -3.164, 0.991], [-0.814, -0.205, -0.056], [0.528, 1.095, -0.093], [-0.555, 1.622, -1.846], [1.195, -1.355, 1.409], [-0.993, 2.093, 0.139], [2.033, -2.043, 1.427], [0.368, 2.904, -0.474], [1.502, -0.445, 0.878], [0.065, 2.160, -2.829]]}

No. 15
{"formula": "C4H8NO3P", "method": "the ωB97M-V functional and the def2-TZVPD basis", "homo_energy_ha": [0.031, 0.031], "charge": -2, "homo_lumo_gap_ev": [5.84, 5.84], "molar_mass_g_mol": 149.1, "e_tot_ha": -778.96037, "elements": ["H", "H", "H", "H", "O", "C", "N", "H", "O", "H", "O", "C", "H", "C", "P", "C", "H"], "coordinates": [[0.763, 1.750, -0.770], [2.352, 0.104, -1.335], [-2.529, -2.214, 0.023], [0.631, 1.344, 0.897], [-3.129, 0.291, -1.368], [2.064, 0.128, -0.230], [-1.472, -2.029, 0.022], [1.554, -1.685, 1.117], [-2.019, 1.841, 0.407], [2.979, 0.121, 0.274], [-3.364, -0.088, 1.173], [-1.198, -0.845, -0.032], [2.153, 2.241, 0.373], [1.318, 1.461, 0.158], [-2.617, 0.541, 0.030], [1.323, -1.145, 0.094], [1.189, -1.818, -0.832]]}

No. 16
{"formula": "C4H8NO3S", "method": "the ωB97M-V functional and the def2-TZVPD basis", "homo_energy_ha": -0.135, "charge": -1, "homo_lumo_gap_ev": 7.41, "molar_mass_g_mol": 150.2, "e_tot_ha": -835.86355, "elements": ["H", "O", "C", "H", "S", "O", "O", "H", "H", "H", "C", "C", "H", "H", "H", "C", "N"], "coordinates": [[0.254, -2.715, -1.037], [0.394, 0.255, -0.858], [0.542, 2.815, 0.710], [-0.712, -2.742, 1.076], [-0.448, -0.450, -1.896], [2.532, -0.133, 0.374], [-1.789, 0.200, -2.003], [1.038, 3.658, 0.441], [-0.185, 2.521, -0.075], [-0.154, -1.040, 0.969], [1.776, 0.763, 0.396], [-0.730, -2.155, -0.833], [-1.569, -2.523, -1.390], [-1.801, -1.375, 1.068], [0.129, 2.878, 1.684], [-0.877, -1.837, 0.589], [1.602, 1.880, 0.786]]}

Going through the records in order, we get ΔE to the lowest compared entry with this formula, charge and spin values of 111.39 22.80 98.11 93.29 89.52 95.86 31.64 38.89 29.04 11.10 7.01 42.11 18.25 12.41 47.55 47.92 kcal/mol.